Density functional theory data (the ωB97M-V functional and the def2-TZVPD basis) for 2 unconnected molecules or ions with the total composition C5H16NO at a distorted geometry.

Last column: Mulliken charge in e.
Cartesian coordinates (Å):
C (0.36460, 0.23560, -1.38644)  -0.663
C (1.46207, 0.35902, -0.33170)  -0.733
C (1.00074, -0.12409, 1.07580)  -0.592
C (0.16347, -1.41382, 1.16676)  -0.269
C (0.78635, -2.56883, 0.35112)  -1.274
N (-0.46851, 1.54624, -1.38374)  -0.157
H (-0.34576, -0.58569, -1.39852)  0.457
H (0.76310, 0.18817, -2.40656)  0.289
H (2.22880, -0.35251, -0.63368)  0.344
H (1.87761, 1.36395, -0.28555)  0.394
H (1.99477, -0.28623, 1.51507)  0.386
H (0.51058, 0.62195, 1.70148)  0.330
H (0.25185, -1.74796, 2.19500)  0.348
H (-0.82348, -1.16555, 0.78116)  0.200
H (1.00401, -2.40248, -0.70458)  0.327
H (0.13320, -3.43767, 0.35343)  0.354
H (1.68773, -2.88532, 0.88135)  0.350
H (-0.90870, 1.81764, -2.25700)  0.373
H (-1.17873, 1.42856, -0.63753)  0.222
H (0.20769, 2.25124, -1.08728)  0.357
H (-3.42322, 1.17388, 0.40489)  0.299
H (-2.55327, 2.31697, 1.06329)  0.294
O (-2.52749, 1.48920, 0.60756)  -0.635

* electronic energy: -329.851996 a.u.
* charge: +1
* energy above the lowest of the compared OMol25 structures with the same formula, charge and spin: 18.10 kcal/mol


Density functional theory data (the ωB97M-V functional and the def2-TZVPD basis) for 3 unconnected molecules or ions with the total composition C5H16NO at a distorted geometry.

Last column: Mulliken charge in e.
Cartesian coordinates (Å):
C (-0.28065, 0.25134, 1.59393)  -0.790
C (-0.96069, -0.43510, 0.34771)  -0.953
C (-1.28002, 0.59281, -0.72612)  0.830
C (-1.71158, 1.96724, -0.17650)  -1.638
C (-0.10520, 0.63894, -1.66071)  -0.746
N (2.17326, -2.89260, 0.40386)  -0.546
H (0.67105, 0.46740, 1.08585)  0.174
H (-0.21653, -0.56879, 2.32192)  0.339
H (-1.01185, 0.99794, 1.89876)  0.362
H (-1.84188, -1.00989, 0.69275)  0.463
H (-2.17478, 0.27173, -1.31416)  0.261
H (-1.99986, 2.67846, -0.95663)  0.413
H (-0.92808, 2.45644, 0.43560)  0.398
H (-2.51564, 1.87137, 0.55375)  0.422
H (-0.12226, 1.35574, -2.47612)  0.435
H (0.08777, -0.38796, -1.97444)  0.438
H (0.90896, 0.80510, -1.04590)  0.192
H (2.50090, -2.11180, -0.16991)  0.200
H (2.11523, -2.67247, 1.38933)  0.235
H (-0.32407, -1.16611, -0.12861)  0.427
H (2.48326, 0.65759, -0.07689)  0.333
H (2.71503, -3.73968, 0.27911)  0.249
O (1.81764, -0.02772, -0.29658)  -0.500

* electronic energy: -329.585783 a.u.
* charge: +1
* energy above the lowest of the compared OMol25 structures with the same formula, charge and spin: 185.15 kcal/mol


Density functional theory data (the ωB97M-V functional and the def2-TZVPD basis) for 2 unconnected molecules or ions with the total composition C5H16NO at a distorted geometry.

Last column: Mulliken charge in e.
Cartesian coordinates (Å):
C (-1.04178, 0.03792, 0.85996)  -1.238
C (-0.16541, -0.14396, -0.32995)  -0.159
C (0.45236, 1.11163, -0.89629)  0.751
C (-0.57539, 2.13432, -1.33383)  -1.641
C (1.49742, 1.60791, 0.16126)  -1.483
N (0.92013, -1.18191, 0.00280)  -0.255
H (-1.66981, 0.89405, 0.84598)  0.371
H (-0.42222, 0.12767, 1.88720)  0.279
H (-1.55076, -0.88182, 0.90864)  0.345
H (-0.83367, -0.62489, -1.09127)  0.314
H (1.02989, 0.72922, -1.78571)  0.174
H (-0.26717, 3.12529, -1.69280)  0.393
H (-1.29105, 2.42327, -0.63549)  0.406
H (-1.05550, 1.75266, -2.17957)  0.449
H (1.77923, 2.52154, -0.47092)  0.342
H (2.39269, 1.03232, 0.27525)  0.517
H (1.31541, 1.92752, 1.16071)  0.358
H (1.56190, -0.76299, 0.67866)  0.383
H (1.51952, -1.26604, -0.91738)  0.418
H (0.48963, -2.10352, 0.40345)  0.344
H (-1.90286, -2.93823, 1.58619)  0.319
H (-0.71988, -3.76104, 1.08317)  0.287
O (-0.97744, -2.80108, 1.14467)  -0.675

* electronic energy: -329.815121 a.u.
* charge: +1
* energy above the lowest of the compared OMol25 structures with the same formula, charge and spin: 41.24 kcal/mol


Density functional theory data (the ωB97M-V functional and the def2-TZVPD basis) for 3 unconnected molecules or ions with the total composition C5H16NO at a distorted geometry.

Last column: Mulliken charge in e.
Cartesian coordinates (Å):
C (1.83035, -1.19535, -0.61089)  -1.034
C (1.39193, -0.56028, 0.74463)  -0.468
C (-0.04875, -0.64303, 0.96675)  -0.107
C (-0.88207, 0.50323, 1.21195)  -0.301
C (-0.60712, 1.04256, 2.67861)  -1.144
N (-0.11756, 1.24741, -3.12482)  -0.644
H (1.53647, -0.55843, -1.43405)  0.145
H (2.91401, -1.28065, -0.62428)  0.386
H (1.62509, 0.48735, 0.74690)  0.390
H (1.91230, -0.99606, 1.60307)  0.424
H (-0.36562, -1.57908, 1.43772)  0.360
H (-1.37458, -0.67324, -0.76765)  0.246
H (-1.90045, 0.12900, 1.29687)  0.442
H (-0.78540, 1.29751, 0.47943)  0.422
H (0.45918, 1.08048, 2.88584)  0.366
H (-0.97114, 2.06589, 2.67162)  0.357
H (-1.18009, 0.48332, 3.40325)  0.381
H (1.41994, -2.20205, -0.67676)  0.385
H (0.30727, 0.52449, -2.56700)  0.211
H (-1.08350, 1.02908, -3.29735)  0.207
H (-2.63449, -1.09023, -1.51069)  0.313
H (0.43913, 1.37120, -3.95486)  0.232
O (-1.88492, -0.48313, -1.55833)  -0.572

* electronic energy: -329.740065 a.u.
* charge: +1
* energy above the lowest of the compared OMol25 structures with the same formula, charge and spin: 88.34 kcal/mol